# 1
Here is an isolated molecule of C5H5FOS in a non-equilibrium geometry from OMol25. Energies are from ωB97M-V with the def2-TZVPD basis set.

Geometry as ORCA input:
```
! wB97M-V def2-TZVPD RIJCOSX def2/J DEFGRID3
* xyz 0 1
O 2.14079 1.12954 1.86742
C 1.50614 1.09539 0.83055
C 0.39478 0.22831 0.48514
C -0.14154 -0.62317 1.51952
S -1.17455 -1.90328 1.40556
C 0.07515 0.21194 -0.84755
C -1.15241 -0.47146 -1.39010
F -1.20214 -0.22660 -2.77785
H 1.78459 1.77866 0.01405
H 0.24095 -0.33255 2.52533
H 0.72826 0.75958 -1.54171
H -1.17295 -1.54912 -1.19428
H -2.02707 -0.09723 -0.89609
*
```

Computed properties:
E_HOMO: -9.21 eV
Total energy: -766.74978 hartree
Maximum force: 0.03877 hartree/bohr
LUMO level: -1.55 eV
ΔE to the lowest compared entry with this formula, charge and spin: 37.4 kcal/mol

natural (NBO) population analysis, charges in e, atoms 1 to 5:
1 O -0.51
2 C 0.41
3 C -0.28
4 C -0.27
5 S 0.04

---

# 2
Here is an isolated molecule of C5H5FS in a non-equilibrium geometry from OMol25. Energies are from ωB97M-V with the def2-TZVPD basis set.

Geometry as ORCA input:
```
! wB97M-V def2-TZVPD RIJCOSX def2/J DEFGRID3
* xyz 0 1
C 0.45464 2.09350 -1.12585
C 0.27765 1.25921 -0.13789
C 0.00096 -0.13860 -0.33839
S -0.44441 -0.85588 -1.73931
C -0.03290 -1.00653 0.97466
C -0.29750 -2.34061 0.86821
F -0.10245 -0.22253 2.06696
H 0.39005 1.93062 -2.23460
H 0.65852 3.15816 -0.92020
H 0.20508 1.71251 0.85147
H -0.18093 -2.83027 -0.13619
H -0.92872 -2.75958 1.87113
*
```

Computed properties:
E_HOMO: -8.84 eV
Total energy: -691.46161 hartree
Maximum force: 0.07571 hartree/bohr
LUMO level: -1.21 eV
ΔE to the lowest compared entry with this formula, charge and spin: 44.5 kcal/mol

natural (NBO) population analysis, charges in e, atoms 1 to 5:
1 C -0.25
2 C -0.33
3 C -0.16
4 S 0.04
5 C 0.32

---

# 3
Here is an isolated molecule of C5H5N in a non-equilibrium geometry from OMol25. Energies are from ωB97M-V with the def2-TZVPD basis set.

Geometry as ORCA input:
```
! wB97M-V def2-TZVPD RIJCOSX def2/J DEFGRID3
* xyz 0 1
C 0.31908 0.78906 1.46869
C 1.19006 -0.03988 0.79095
C 0.50628 -0.82487 -0.26416
C -0.54933 -0.03012 -0.96785
C -1.09026 1.01492 -0.31990
N -0.81992 1.17911 1.06655
H 2.13291 -0.40988 1.15046
H 1.08483 -1.52981 -0.87292
H 0.07825 -1.36642 0.60024
H -0.94407 -0.37527 -1.92638
H -1.90783 1.59318 -0.72568
*
```

Computed properties:
E_HOMO (alpha / beta): -7.82 / -8.22 eV
Total energy: -248.11085 hartree
Maximum force: 0.03963 hartree/bohr
LUMO level (alpha / beta): -0.09 / -0.69 eV
ΔE to the lowest compared entry with this formula, charge and spin: 103.0 kcal/mol

natural (NBO) population analysis, charges in e, atoms 1 to 5:
1 C 0.26
2 C -0.24
3 C -0.51
4 C -0.20
5 C -0.03